--- w ---
An isolated molecule of C4H6N2OS, computed with the ωB97M-V functional and the def2-TZVPD basis.

## Properties
* highest occupied orbital energy: -9.028 eV
* E_LUMO: 0.02 eV
* SMILES: CSc1cncn1O
* gap between HOMO and LUMO: 0.33245 Ha

ORCA input file:
```
! RIJCOSX wB97M-V def2-TZVPD def2/J DEFGRID3
* xyz 0 1
C 2.42454 -0.11595 0.52873
C -0.21697 -0.29317 -0.62957
C -0.83543 -1.44525 -0.49477
C -2.31107 0.06900 -0.05692
H 2.37034 0.51037 1.37034
H 3.53640 0.07389 0.12645
H 2.44951 -1.12645 0.83066
H -0.52087 -2.43425 -0.66627
H -3.17612 0.77822 0.31455
H -0.93820 2.38922 0.62679
N -2.15861 -1.21153 -0.20505
N -1.16660 0.68676 -0.27467
O -0.93462 2.04047 -0.52486
S 1.47772 0.07866 -0.94539
*
```



--- x ---
A cluster of 2 separate species, C4H6N2OS in total, computed with the ωB97M-V functional and the def2-TZVPD basis.

## Properties
* highest occupied orbital energy: -9.029 eV
* E_LUMO: 0.58 eV
* gap between HOMO and LUMO: 0.35318 Ha

ORCA input file:
```
! RIJCOSX wB97M-V def2-TZVPD def2/J DEFGRID3
* xyz 0 1
C 0.71924 -0.15094 0.88838
C 1.50537 3.22688 -0.68919
C -1.30384 -1.02172 -0.16820
C -0.44750 -2.28644 0.01795
N -0.52779 0.01433 0.58807
N 1.29874 2.42532 0.15464
O 1.57025 4.11061 -1.47988
S 1.26670 -1.72146 0.60988
H -1.23088 -0.50295 -1.21535
H -2.39457 -1.11621 -0.01930
H -0.92630 -3.04716 0.79537
H -0.10816 -2.68593 -0.91634
H -0.79115 0.97086 0.53098
H 1.36989 1.78482 0.90297
*
```



Which structure above is the least stable one? w is the least stable one.